Below is a structure of composition C35H105CsO18, with properties calculated with ωB97M-V/def2-TZVPD.

CARTESIAN COORDINATES (ANGSTROEM)
Cs -16.415 5.100 23.056
C -19.900 7.384 25.194
O -18.713 6.701 24.768
H -20.065 7.210 26.258
H -19.872 8.467 25.079
H -20.847 7.082 24.747
C -16.855 4.222 28.392
C -16.414 5.305 27.402
O -16.919 4.958 26.131
H -16.671 3.201 28.058
H -17.921 4.352 28.576
H -16.457 4.326 29.402
H -15.338 5.322 27.228
H -16.561 6.343 27.702
H -17.625 5.582 25.949
C -18.841 12.763 24.359
C -19.907 13.892 24.283
O -21.003 13.642 25.158
H -19.233 11.786 24.075
H -18.358 12.667 25.331
H -18.048 12.955 23.636
H -20.316 13.967 23.275
H -19.505 14.872 24.542
H -21.623 13.018 24.772
C -15.957 10.454 26.831
C -16.465 9.013 26.517
O -16.639 8.988 25.135
H -14.955 10.601 26.427
H -15.912 10.547 27.916
H -16.567 11.178 26.291
H -17.434 8.803 26.969
H -15.752 8.233 26.784
H -17.316 8.332 24.951
C -18.504 9.507 20.548
C -18.121 9.058 21.948
O -18.434 7.697 22.141
H -19.550 9.333 20.295
H -17.913 9.010 19.779
H -18.374 10.579 20.402
H -18.822 9.608 22.576
H -17.085 9.286 22.200
H -18.492 7.520 23.083
C -21.508 11.009 21.999
C -22.003 10.800 23.447
O -22.769 11.918 23.848
H -20.866 11.889 21.954
H -22.360 11.148 21.333
H -21.074 10.073 21.650
H -21.174 10.509 24.092
H -22.768 10.042 23.281
H -23.400 11.599 24.497
C -16.779 7.234 30.942
C -17.407 8.476 30.345
O -18.506 8.985 31.145
H -15.821 7.123 30.435
H -17.471 6.394 30.881
H -16.592 7.459 31.992
H -17.827 8.387 29.343
H -16.694 9.290 30.216
H -19.065 9.471 30.535
C -20.372 5.640 28.903
C -21.478 4.653 28.459
O -22.174 4.316 29.635
H -19.786 5.230 29.726
H -20.817 6.529 29.349
H -19.706 5.925 28.088
H -20.939 3.757 28.151
H -22.122 5.062 27.681
H -22.700 3.538 29.438
C -23.845 7.054 28.861
C -25.290 6.605 28.754
O -25.906 7.305 27.721
H -23.765 8.115 29.100
H -23.220 7.014 27.969
H -23.397 6.585 29.738
H -25.760 6.767 29.724
H -25.249 5.544 28.507
H -26.858 7.206 27.800
C -21.108 3.561 24.910
C -20.969 3.635 23.384
O -19.832 4.395 23.061
H -20.171 3.283 25.392
H -21.891 2.854 25.182
H -21.272 4.560 25.314
H -21.833 4.160 22.976
H -20.910 2.687 22.849
H -19.915 5.241 23.507
C -26.759 4.654 22.887
C -25.519 4.556 21.953
O -25.101 3.232 21.755
H -27.137 5.646 23.135
H -26.418 4.304 23.861
H -27.562 3.968 22.616
H -24.721 5.175 22.364
H -25.842 5.019 21.021
H -24.504 3.169 21.005
C -23.891 6.156 25.001
C -23.963 7.659 24.894
O -25.309 8.052 25.192
H -23.010 5.824 24.452
H -24.777 5.699 24.561
H -23.802 5.791 26.024
H -23.742 7.969 23.872
H -23.283 8.105 25.620
H -25.510 7.758 26.084
C -21.793 7.381 21.833
C -23.038 7.496 20.943
O -22.808 8.692 20.233
H -20.869 7.424 21.256
H -21.713 6.481 22.443
H -21.791 8.222 22.526
H -23.885 7.635 21.614
H -23.157 6.588 20.351
H -23.662 9.033 19.957
C -23.874 12.202 27.359
C -24.104 10.682 27.046
O -24.381 10.612 25.680
H -23.531 12.315 28.387
H -24.823 12.735 27.287
H -23.077 12.602 26.732
H -24.984 10.300 27.563
H -23.264 10.070 27.376
H -24.888 9.832 25.444
C -17.798 4.182 18.527
C -18.436 5.062 19.570
O -17.512 5.976 20.115
H -18.339 3.266 18.292
H -16.827 3.841 18.885
H -17.625 4.776 17.629
H -18.873 4.597 20.453
H -19.251 5.647 19.144
H -18.060 6.546 20.659
C -12.322 7.740 24.952
C -13.248 8.446 23.946
O -14.495 7.843 23.739
H -12.001 6.824 24.458
H -12.778 7.511 25.916
H -11.433 8.340 25.146
H -12.703 8.487 23.002
H -13.296 9.486 24.268
H -15.161 8.284 24.271
C -19.821 10.851 27.063
C -20.190 9.985 28.229
O -19.806 10.629 29.449
H -20.210 10.498 26.108
H -18.743 10.939 26.926
H -20.374 11.786 27.149
H -19.552 9.105 28.139
H -21.216 9.618 28.225
H -20.276 11.457 29.572
C -18.332 0.164 22.250
C -18.173 1.470 21.453
O -17.875 2.471 22.374
H -19.171 0.212 22.943
H -17.416 -0.123 22.767
H -18.603 -0.678 21.613
H -19.104 1.757 20.963
H -17.471 1.498 20.620
H -18.705 2.914 22.567

**Frontier orbital gap**: 8.53 eV
**Energy**: -75397.4108 eV
**HOMO energy**: -0.3114 Ha
**2S+1**: 1